# 1
C14H19F3IIrN5O8 as an isolated structure at a distorted geometry, computed with wB97M-V/def2-TZVPD.

Computed properties:
- 2S+1: 5
- E_LUMO (spin up / spin down): -0.13510 / -0.23353 Eh
- Gap between HOMO and LUMO (spin up / spin down): 4.65 / 5.97 eV
- Charge: +1
- ⟨S²⟩: 6.0216
- Relative energy (zero: lowest compared OMol25 entry of this formula, charge and spin): 0.000 eV
- HOMO energy (spin up / spin down): -8.3 / -12.3 eV

Geometry as XYZ:
```
51
Properties=species:S:1:pos:R:3:lowdin_charge:R:1
Ir -16.42 8.23 7.09 1.595
C -15.62 6.36 9.71 -0.067
O -15.10 6.87 8.49 -0.292
C -13.83 7.57 8.74 -0.146
C -13.47 8.25 7.49 -0.174
O -14.50 9.20 7.23 -0.361
C -14.16 10.52 6.77 -0.015
H -15.56 7.13 10.51 0.114
H -15.10 5.37 9.87 0.128
H -16.69 6.23 9.53 0.048
H -13.07 6.86 9.06 0.150
H -13.97 8.35 9.55 0.157
H -13.37 7.57 6.66 0.137
H -12.55 8.85 7.62 0.154
H -13.46 10.92 7.54 0.122
H -15.09 11.10 6.79 0.092
H -13.74 10.46 5.79 0.093
N -17.20 9.41 5.72 -0.048
N -18.33 8.77 5.01 0.108
C -18.80 7.66 5.58 -0.361
N -19.37 6.70 4.80 0.224
N -18.33 7.49 6.88 -0.014
N -18.93 6.53 7.79 -0.310
O -18.50 6.40 8.90 0.092
O -20.11 6.00 7.47 0.002
H -17.59 10.23 6.23 0.070
H -16.48 9.66 5.04 0.096
H -18.33 8.69 4.02 0.154
H -19.87 7.08 4.02 0.124
H -19.75 5.96 5.40 0.111
F -16.61 10.14 11.06 0.121
C -17.35 10.88 10.15 -0.483
F -18.65 10.78 10.55 0.147
F -16.96 12.15 10.20 0.173
C -17.39 10.33 8.67 -0.462
O -17.11 9.10 8.83 -0.103
O -17.68 11.02 7.66 0.044
I -14.16 2.80 0.22 0.945
C -14.60 4.24 1.77 -0.660
C -14.24 5.57 1.46 -0.155
C -14.61 6.56 2.35 -0.007
C -15.22 6.18 3.60 -0.140
C -15.48 4.88 3.94 -0.008
C -15.20 3.89 2.96 -0.093
C -15.38 7.25 4.57 -0.520
O -15.75 6.79 5.80 -0.203
O -15.20 8.47 4.28 -0.041
H -13.63 5.78 0.54 0.113
H -14.44 7.67 2.18 0.140
H -15.90 4.65 4.90 0.111
H -15.25 2.83 3.15 0.100
```

# 2
One molecule with the formula C14H19N3O at a distorted geometry, computed with wB97M-V/def2-TZVPD.

Computed properties:
- E_LUMO: 0.02690 Eh
- Gap between HOMO and LUMO: 9.07 eV
- Charge: 0
- Relative energy (zero: lowest compared OMol25 entry of this formula, charge and spin): 2.675 eV
- HOMO energy: -8.3 eV

Geometry as XYZ:
```
37
Properties=species:S:1:pos:R:3:lowdin_charge:R:1
C -4.38 -2.30 0.62 -0.083
C -3.15 -1.47 0.25 -0.264
N -3.53 -0.07 0.09 -0.194
C -3.38 0.70 1.31 -0.254
C -4.28 1.94 1.34 -0.080
C -3.13 0.59 -1.12 -0.184
C -1.77 1.33 -1.14 -0.079
C -0.56 0.53 -0.85 -0.330
N 0.57 0.99 -0.42 0.205
C 1.37 -0.12 -0.35 -0.302
C 2.77 -0.06 0.03 -0.168
C 3.43 1.17 0.06 -0.028
C 4.77 1.23 0.37 -0.081
C 5.47 0.06 0.64 -0.089
C 4.82 -1.17 0.62 -0.080
C 3.47 -1.23 0.32 -0.028
N 0.74 -1.20 -0.72 0.142
O -0.51 -0.80 -1.06 0.023
H -4.78 -1.99 1.59 0.063
H -4.13 -3.36 0.67 0.068
H -5.17 -2.16 -0.12 0.072
H -2.75 -1.85 -0.70 0.104
H -2.37 -1.59 1.01 0.117
H -3.65 0.04 2.14 0.113
H -2.33 1.01 1.48 0.117
H -4.33 2.33 2.35 0.071
H -5.28 1.67 1.02 0.079
H -3.90 2.72 0.69 0.061
H -3.15 -0.15 -1.93 0.123
H -3.89 1.35 -1.36 0.116
H -1.66 1.77 -2.14 0.130
H -1.77 2.16 -0.43 0.113
H 2.88 2.07 -0.16 0.107
H 5.29 2.18 0.39 0.104
H 6.52 0.10 0.89 0.100
H 5.38 -2.07 0.83 0.103
H 2.94 -2.17 0.29 0.112
```

# 3
One molecule with the formula C14H19NO4, computed with wB97M-V/def2-TZVPD.

Computed properties:
- E_LUMO: 0.01676 Eh
- Gap between HOMO and LUMO: 8.72 eV
- Charge: 0
- Relative energy (zero: lowest compared OMol25 entry of this formula, charge and spin): 0.405 eV
- HOMO energy: -8.3 eV

Geometry as XYZ:
```
38
Properties=species:S:1:pos:R:3:lowdin_charge:R:1
C 5.07 -1.52 0.11 -0.064
C 4.41 -0.69 1.21 -0.252
O 3.25 -1.30 1.73 -0.055
C 2.09 -1.28 1.01 -0.269
C 1.03 -2.01 1.55 0.002
C -0.19 -2.04 0.92 -0.020
C -0.40 -1.35 -0.27 -0.190
C -1.76 -1.35 -0.94 -0.315
C -1.71 -2.02 -2.31 -0.033
N -2.25 0.01 -1.08 0.110
C -2.96 0.61 -0.11 -0.500
O -3.43 0.04 0.85 0.064
C -3.13 2.12 -0.31 -0.087
C -1.96 2.84 0.37 -0.090
C -0.66 2.70 -0.40 -0.518
O -0.59 2.34 -1.55 0.099
O 0.45 3.05 0.27 0.123
C 0.65 -0.62 -0.80 -0.031
C 1.89 -0.58 -0.18 -0.012
H 5.31 -2.51 0.49 0.079
H 4.41 -1.63 -0.74 0.067
H 5.99 -1.03 -0.21 0.076
H 5.08 -0.62 2.07 0.122
H 4.20 0.33 0.86 0.114
H 1.20 -2.54 2.47 0.117
H -1.00 -2.60 1.36 0.117
H -2.48 -1.87 -0.29 0.142
H -2.70 -2.02 -2.76 0.080
H -1.03 -1.50 -2.97 0.076
H -1.37 -3.05 -2.20 0.085
H -1.77 0.59 -1.75 0.119
H -3.15 2.37 -1.37 0.120
H -4.06 2.43 0.16 0.123
H -1.82 2.44 1.38 0.133
H -2.17 3.91 0.46 0.133
H 0.27 3.31 1.18 0.119
H 0.52 -0.06 -1.71 0.109
H 2.67 0.01 -0.63 0.108
```

# 4
A 2-piece molecular cluster, C14H19NO9PS overall at a distorted geometry, computed with wB97M-V/def2-TZVPD.

Computed properties:
- E_LUMO: 0.19215 Eh
- Gap between HOMO and LUMO: 1.35 eV
- Charge: -3
- HOMO energy: 3.9 eV

Geometry as XYZ:
```
45
Properties=species:S:1:pos:R:3:lowdin_charge:R:1
C 0.21 2.97 4.28 -0.131
O -0.45 2.75 2.99 -0.203
C 0.60 2.23 2.13 -0.207
C 0.11 1.88 0.64 -0.232
C 1.32 1.07 -0.09 -0.122
C 1.08 -0.51 -0.20 -0.331
C 2.48 -1.31 -0.47 -0.083
C 2.19 -2.89 -0.23 -0.395
O 2.54 -3.45 0.89 -0.179
C 1.52 -3.78 -1.34 -0.155
C 0.99 -5.21 -0.90 -0.066
C 0.29 -6.08 -2.01 -0.153
C 0.10 -5.57 -3.49 -0.187
C 0.67 -4.16 -3.86 -0.146
C 1.39 -3.23 -2.81 -0.076
O 0.13 -0.79 -1.27 -0.239
S -1.25 0.20 -1.13 0.815
O -2.53 -0.52 -1.41 -0.352
O -1.16 1.36 -2.12 -0.334
C -1.25 1.03 0.57 -0.352
N -2.48 1.84 0.79 0.061
H 0.02 2.09 5.00 0.087
H 1.36 3.04 4.18 0.079
H -0.18 3.98 4.70 0.101
H 1.39 3.08 2.01 0.140
H 1.03 1.28 2.61 0.130
H -0.08 2.87 0.08 0.162
H 1.42 1.54 -1.14 0.130
H 2.28 1.31 0.50 0.113
H 0.67 -0.91 0.80 0.155
H 3.21 -0.99 0.37 0.113
H 2.89 -1.09 -1.51 0.103
H 1.09 -5.64 0.15 0.060
H -0.08 -7.11 -1.70 0.042
H -0.45 -6.22 -4.27 0.027
H 0.59 -3.72 -4.92 0.053
H 1.79 -2.21 -3.12 0.062
H -1.22 0.17 1.33 0.135
H -2.68 1.87 1.81 0.089
H -3.31 1.33 0.40 0.086
O -3.63 6.96 0.05 -0.433
P -3.25 5.50 0.36 -0.206
O -1.72 5.40 0.55 -0.381
O -3.68 4.60 -0.82 -0.362
O -3.96 5.04 1.64 -0.419
```

# 5
C14H20B3Br28NO5 as an isolated structure at a distorted geometry, computed with wB97M-V/def2-TZVPD.

Computed properties:
- E_LUMO: -0.01458 Eh
- Gap between HOMO and LUMO: 9.25 eV
- Charge: 0
- HOMO energy: -9.6 eV

Geometry as XYZ:
```
71
Properties=species:S:1:pos:R:3:lowdin_charge:R:1
C 1.77 0.61 0.25 -0.017
C 1.22 1.81 -0.52 -0.517
O 1.38 1.94 -1.70 0.110
O 0.50 2.73 0.23 -0.030
C -0.89 2.27 0.22 -0.157
C -1.65 3.15 -0.78 -0.119
C -3.17 2.80 -0.93 -0.079
B -3.62 1.50 -0.13 -0.623
O -3.81 0.33 -0.88 0.285
B -2.98 -0.67 -0.31 -0.643
N -1.90 -1.27 -1.07 0.202
O -3.26 -0.98 1.02 0.263
B -3.24 0.21 1.72 -1.009
Br -2.25 0.32 3.39 0.773
O -3.87 1.36 1.27 -0.126
H 1.83 0.91 1.30 0.097
H 1.07 -0.24 0.13 0.091
H 2.73 0.28 -0.17 -0.066
H -1.30 2.44 1.22 0.112
H -0.85 1.20 -0.05 0.112
H -1.60 4.17 -0.38 0.125
H -1.10 3.14 -1.73 0.120
H -3.77 3.68 -0.71 0.056
H -3.37 2.59 -1.99 0.119
H -1.15 -0.60 -1.21 0.069
H -2.20 -1.49 -2.02 0.090
C 6.13 -0.33 -0.94 -1.599
Br 4.47 0.46 -1.55 0.713
Br 7.62 0.87 -1.18 0.591
Br 5.98 -0.95 0.88 0.571
H 6.32 -1.19 -1.56 -0.026
C -0.67 3.31 6.14 -1.623
Br -1.55 4.29 7.54 0.580
Br -0.44 1.45 6.60 0.568
Br -1.57 3.51 4.45 0.557
H 0.32 3.73 6.02 -0.029
C 4.57 -4.67 2.15 -1.625
Br 4.65 -5.07 0.26 0.587
Br 6.27 -4.05 2.81 0.562
Br 3.15 -3.44 2.56 0.562
H 4.35 -5.60 2.66 -0.067
C 5.91 0.59 -5.40 -1.642
Br 4.79 -0.64 -6.37 0.576
Br 7.73 0.56 -6.05 0.574
Br 5.18 2.37 -5.38 0.591
H 5.94 0.25 -4.37 -0.075
C 4.18 4.10 -8.86 -1.651
Br 2.81 2.89 -9.49 0.558
Br 5.73 4.08 -10.01 0.564
Br 3.49 5.88 -8.61 0.565
H 4.50 3.74 -7.89 -0.100
C -5.40 4.53 2.81 -1.529
Br -6.94 4.15 3.91 0.537
Br -5.14 3.18 1.44 0.971
Br -5.48 6.33 2.07 0.564
H -4.54 4.49 3.45 -0.055
C 2.70 -8.35 0.98 -1.646
Br 4.27 -9.48 0.99 0.574
Br 1.24 -9.16 0.02 0.578
Br 2.18 -7.83 2.77 0.583
H 2.97 -7.44 0.45 -0.090
C -8.33 2.17 7.09 -1.625
Br -9.39 3.38 6.02 0.539
Br -6.53 2.80 7.35 0.554
Br -9.19 1.78 8.77 0.572
H -8.26 1.24 6.54 -0.027
C -1.67 -8.07 -2.94 -1.653
Br -3.06 -9.24 -3.58 0.570
Br -0.11 -8.12 -4.09 0.555
Br -2.30 -6.27 -2.68 0.563
H -1.36 -8.44 -1.98 -0.059
```

# 6
C14H20BIrN3 as an isolated structure at a distorted geometry, computed with wB97M-V/def2-TZVPD.

Computed properties:
- 2S+1: 6
- E_LUMO (spin up / spin down): -0.23947 / -0.41785 Eh
- Gap between HOMO and LUMO (spin up / spin down): 6.17 / 4.98 eV
- Charge: +2
- ⟨S²⟩: 8.8060
- HOMO energy (spin up / spin down): -12.7 / -16.4 eV

Geometry as XYZ:
```
39
Properties=species:S:1:pos:R:3:lowdin_charge:R:1
C 1.04 2.63 -1.38 -0.222
C 0.76 1.67 -2.57 -0.204
H 0.24 3.37 -1.38 0.110
H 2.02 3.08 -1.54 0.116
H 1.08 2.31 -0.30 0.030
H 0.48 0.59 -2.42 0.025
H -0.13 2.06 -3.08 0.126
H 1.64 1.66 -3.21 0.116
C -1.60 1.76 0.94 -0.055
C -2.75 1.69 1.73 0.010
C -3.49 0.50 1.78 0.007
C -3.02 -0.60 1.07 0.052
H -1.01 2.67 0.85 0.127
H -3.05 2.57 2.29 0.133
H -4.39 0.43 2.38 0.138
H -3.54 -1.55 1.06 0.126
N -1.15 0.67 0.27 -0.081
C -1.82 -0.51 0.35 -0.196
C -1.15 -1.64 -0.28 -0.184
N 0.08 -1.37 -0.81 -0.074
C 0.75 -2.34 -1.47 -0.043
C -1.00 -3.94 -1.02 0.005
C 0.24 -3.64 -1.59 0.023
H 1.70 -2.05 -1.90 0.110
H 0.82 -4.37 -2.13 0.137
C -1.70 -2.93 -0.36 0.054
H -2.68 -3.09 0.08 0.128
H -1.42 -4.94 -1.10 0.137
Ir 0.77 0.64 -0.70 1.456
C 2.65 0.04 -1.09 -0.232
H 2.81 -0.13 -2.16 0.052
H 2.88 -0.87 -0.54 0.041
H 3.32 0.85 -0.76 0.047
B 1.91 0.91 3.65 -0.236
C 1.49 0.54 2.24 -0.041
N 1.17 0.33 1.13 -0.032
H 3.05 1.37 3.59 0.071
H 1.88 -0.12 4.30 0.125
H 1.13 1.75 4.09 0.098
```

Which electronic energy belongs to each record? In order, -2121.60723; -784.34675; -900.63348; -2015.86677; -73123.50919; -837.92448 Eh.